Entry 1:
C56H66Cl5NO3P3SiY | ωB97M-V/def2-TZVPD

The geometry in ORCA input format:
```
! wB97M-V def2-TZVPD RIJCOSX def2/J DEFGRID3
* xyz 0 1
Y 0.64869 -0.46006 0.49831
C -1.52901 -4.07236 0.98341
C -1.74791 -3.10106 -0.18039
C -2.21681 -3.84236 -1.42509
P -2.79061 -1.71256 0.56511
C -4.52691 -2.47846 0.50331
C -5.36731 -1.84376 1.60801
C -5.32561 -2.45806 -0.79449
C -2.96891 -0.29456 -0.59339
C -3.45231 -0.30196 -1.89179
C -3.76361 0.89304 -2.52539
C -3.63301 2.09284 -1.85029
C -3.08611 2.10754 -0.57559
C -2.71331 0.92864 0.05251
Si -1.43011 0.83574 1.46991
C -2.16401 0.23774 3.11971
C -3.52251 0.37184 3.36371
C -4.09591 -0.07926 4.53851
C -3.29241 -0.66536 5.50051
C -1.93051 -0.78446 5.28471
C -1.35071 -0.35026 4.09581
P 0.46619 -0.33296 3.77961
C 0.84299 1.08224 4.98641
C 2.13519 1.77344 4.55801
C 0.86459 0.78394 6.48021
C 1.20499 -1.95266 4.44121
C 2.71149 -1.74096 4.61191
C 0.63309 -2.68026 5.65451
C -0.77651 2.59734 1.94071
C -1.31061 3.24554 3.05291
C -0.79361 4.43324 3.53561
C 0.27149 5.02714 2.88161
C 0.81779 4.41434 1.77031
C 0.32869 3.19404 1.30931
P 1.13899 2.34724 -0.10479
C 0.02479 3.03224 -1.45429
C -0.07961 4.55324 -1.50539
C 0.36099 2.47414 -2.83049
C 2.80939 3.20264 -0.29939
C 3.60189 3.19054 1.01721
C 3.59379 2.44224 -1.37009
H -0.92961 -4.92216 0.66371
H -2.47561 -4.45356 1.36761
H -1.00201 -3.56936 1.79431
H -0.78061 -2.62106 -0.40099
H -3.09931 -4.44036 -1.20899
H -1.42531 -4.51876 -1.75269
H -2.42911 -3.15196 -2.23849
H -4.35111 -3.52316 0.78651
H -5.59391 -0.80486 1.37411
H -4.83921 -1.87706 2.55821
H -6.31151 -2.37766 1.71281
H -5.59081 -1.44136 -1.07549
H -6.25021 -3.01516 -0.64289
H -4.79191 -2.92466 -1.61539
H -3.56031 -1.22736 -2.43629
H -4.11881 0.88294 -3.54639
H -3.91761 3.02004 -2.32949
H -2.93911 3.05004 -0.06519
H -4.13641 0.84444 2.61061
H -5.15731 0.02974 4.70831
H -3.72441 -1.02166 6.42531
H -1.32671 -1.22276 6.05971
H 0.01309 1.77524 4.78451
H 2.99749 1.12514 4.69821
H 2.29199 2.68024 5.14151
H 2.07219 2.05394 3.50651
H 1.70359 0.14384 6.73891
H -0.06081 0.31804 6.80491
H 0.97969 1.71964 7.02901
H 1.05449 -2.60616 3.56651
H 2.92589 -1.23626 5.55161
H 3.11819 -1.14666 3.79651
H 3.23279 -2.69706 4.61931
H 0.65959 -2.06036 6.54721
H 1.24449 -3.56326 5.84651
H -0.38361 -3.01716 5.46831
H -2.15301 2.79364 3.55631
H -1.22141 4.89724 4.41381
H 0.67819 5.96214 3.23621
H 1.64149 4.89004 1.26311
H -0.94921 2.61894 -1.15869
H 0.86549 5.00494 -1.79819
H -0.38661 4.96584 -0.54679
H -0.82591 4.82904 -2.24989
H 1.23109 2.97094 -3.24999
H -0.47421 2.64014 -3.51139
H 0.55299 1.40514 -2.78009
H 2.65079 4.23084 -0.63979
H 2.97719 2.90204 1.86061
H 4.01959 4.17164 1.23501
H 4.42259 2.48044 0.95661
H 3.67489 1.38624 -1.10469
H 4.59939 2.85464 -1.45329
H 3.12019 2.50454 -2.34719
Cl 6.99979 -3.90156 0.86951
C 5.34539 -3.41306 0.85721
C 5.02539 -2.09206 1.12571
C 3.69679 -1.72596 1.14561
Cl 3.24929 -0.07206 1.41011
C 2.63029 -2.62656 0.92471
O 1.38589 -2.29716 1.04431
C 3.03679 -3.93696 0.58161
Cl 1.79629 -5.04936 0.15601
C 4.35509 -4.33766 0.56301
H 5.79579 -1.36206 1.31521
H 4.61219 -5.35596 0.32361
Cl 2.36829 1.89974 -5.49039
C 0.81499 1.91254 -6.25099
C 0.49869 2.95764 -7.09999
C -0.75691 3.02904 -7.67589
C -1.70511 2.06204 -7.38599
C -1.37541 1.01644 -6.54639
Cl -2.56581 -0.19236 -6.19609
C -0.09971 0.88384 -5.97609
N 0.19819 -0.18086 -5.15319
C 1.30539 -1.01546 -5.30239
C 2.10409 -0.93836 -6.44299
C 3.21889 -1.74006 -6.58189
C 3.55169 -2.64446 -5.58939
C 2.73439 -2.76326 -4.48079
C 1.60509 -1.97326 -4.32199
C 0.71049 -2.20306 -3.14019
C 0.88619 -1.19246 -2.00719
O -0.14281 -0.57576 -1.60389
O 1.98939 -1.04676 -1.44279
H 1.24059 3.71664 -7.29419
H -1.00101 3.83994 -8.34339
H -2.68851 2.10744 -7.82549
H -0.59791 -0.56956 -4.66339
H 1.83759 -0.25236 -7.23479
H 3.83029 -1.65886 -7.46859
H 4.42559 -3.27096 -5.68889
H 2.97539 -3.48456 -3.71399
H 0.94369 -3.17596 -2.69719
H -0.34321 -2.19746 -3.43119
*
```

Output
HOMO-LUMO gap	7.31	eV
LUMO	0.020	Ha


Entry 2:
C9H19N5O3 | ωB97M-V/def2-TZVPD

The geometry in ORCA input format:
```
! wB97M-V def2-TZVPD RIJCOSX def2/J DEFGRID3
* xyz 0 1
H 6.05745 -0.43665 1.36489
N 5.87345 -0.35884 0.37183
C 4.63005 -0.34779 0.13202
N 4.27317 0.16502 -1.18826
N 3.59651 -0.69399 0.91033
C 2.23203 -0.13673 0.77338
C 1.43430 -0.57180 -0.54804
C -0.14301 -0.71619 -0.28308
C -0.79179 0.38765 0.52171
N -1.92074 0.03852 1.24148
C -3.16745 -0.43057 0.79204
O -4.04275 -0.51649 1.66561
C -3.52405 -0.85099 -0.66149
C -2.97830 -2.33940 -0.94858
N -2.83117 0.22486 -1.37314
C -0.78967 1.74482 -0.11267
O -0.05231 2.08045 -1.09211
O -1.74957 2.56617 0.39409
H 5.18155 0.32990 -1.68067
H 3.72778 -0.60193 -1.70521
H 3.85989 -1.15620 1.71333
H 1.62422 -0.53824 1.60058
H 2.40652 0.99828 0.83427
H 1.73849 0.13690 -1.16050
H 1.69434 -1.54062 -0.90174
H -0.68556 -0.79659 -1.26596
H -0.26423 -1.75708 0.29206
H -0.03037 0.50767 1.28885
H -1.98847 0.64689 2.07238
H -4.71650 -0.85454 -0.83118
H -2.11082 -2.29474 -1.55786
H -3.76559 -2.94581 -1.48377
H -2.51746 -2.87031 -0.04377
H -3.56080 0.92648 -1.59597
H -2.64078 -0.19072 -2.21166
H -1.60383 3.33327 -0.19625
*
```

Output
structure (SMILES)	[H]/N=C(/N)NCCC[C@H](NC(=O)[C@H](C)N)C(=O)O
HOMO-LUMO gap	9.42	eV
LUMO	0.020	Ha


Entry 3:
C24H19Cl5F6N2O3ReS3Sb | ωB97M-V/def2-TZVPD

The geometry in ORCA input format:
```
! wB97M-V def2-TZVPD RIJCOSX def2/J DEFGRID3
* xyz 2 1
Re -0.87581 0.04026 0.15651
Cl -4.29374 -5.35519 3.25222
C -3.36275 -3.97892 2.86969
C -3.33995 -3.50483 1.55850
Cl -4.21294 -4.27512 0.30741
C -2.57308 -2.38463 1.28391
Cl -2.46031 -1.78849 -0.36908
C -1.83633 -1.70917 2.24600
O -1.09379 -0.62583 1.95605
C -1.84744 -2.20508 3.55136
Cl -0.90018 -1.40877 4.72837
C -2.61045 -3.32971 3.85979
Cl -2.61819 -3.92779 5.45663
O 0.51840 -1.32579 0.01960
S 1.15206 -2.74434 -0.10924
C 2.72166 -2.39986 -0.99280
C 2.71435 -1.03756 -1.68052
C 1.83659 -1.04385 -2.93469
C 1.51861 0.32478 -3.52638
S 0.66150 1.37658 -2.33885
O -0.45117 0.37843 -1.81935
C -0.17910 2.52682 -3.35246
C -1.05237 2.12053 -4.36133
C -1.68432 3.09159 -5.11214
C -1.43677 4.44082 -4.85970
C -0.57024 4.82999 -3.85023
C 0.06447 3.86817 -3.07608
C 1.60674 -3.12866 1.53477
C 0.96495 -4.22788 2.09762
C 1.21357 -4.53166 3.42828
C 2.07455 -3.73321 4.16649
C 2.70192 -2.62880 3.59136
C 2.47432 -2.31763 2.26564
H 2.76470 -3.20875 -1.72550
H 3.54025 -2.53045 -0.28896
H 3.75030 -0.79357 -1.92403
H 2.38853 -0.27717 -0.96913
H 0.88492 -1.53978 -2.72788
H 2.32438 -1.63032 -3.71609
H 0.88999 0.22511 -4.40979
H 2.41119 0.89328 -3.79804
H -1.24686 1.07175 -4.54828
H -2.36604 2.80434 -5.90087
H -1.92954 5.19296 -5.46150
H -0.38673 5.87790 -3.65678
H 0.72482 4.15753 -2.26899
H 0.29146 -4.83676 1.50578
H 0.73654 -5.38838 3.88437
H 2.26473 -3.97016 5.20494
H 3.36772 -2.01548 4.18283
H 2.95030 -1.45472 1.81552
S -3.86214 3.46667 0.21251
C -2.88622 2.32186 0.20134
N -2.07631 1.37019 0.20695
F -1.08232 3.41546 2.33367
Sb -0.45729 5.01151 1.51666
F 0.33103 6.39087 0.55318
F -0.43763 5.91474 3.13079
F 1.37521 4.32967 1.91245
F -2.22074 5.51090 1.06986
F -0.38792 3.92478 -0.06985
N 1.35920 2.01492 1.28646
C 0.57533 1.30272 0.85102
H 1.58436 3.06313 1.65004
*
```

Output
HOMO-LUMO gap	5.07	eV
LUMO	-0.331	Ha


Entry 4:
C29H24ClN4O5SYb | ωB97M-V/def2-TZVPD

The geometry in ORCA input format:
```
! wB97M-V def2-TZVPD RIJCOSX def2/J DEFGRID3
* xyz 0 2
Yb -0.40260 0.29548 0.72972
O -1.80998 -3.10659 2.79536
C -1.39608 -1.96669 2.59968
N -1.90156 -0.97962 1.84977
C -3.12606 -1.11333 1.16498
C -4.07901 -2.10075 1.42120
C -5.27420 -2.13859 0.72048
C -5.53858 -1.19372 -0.25471
C -4.61084 -0.20116 -0.52773
C -3.40496 -0.13529 0.17170
N -2.44572 0.88870 0.01560
C -2.46638 1.74784 -1.00743
O -3.17027 1.77940 -2.01737
C -1.44899 2.87040 -0.84218
C -1.61370 4.00641 -1.62874
C -0.70368 5.04158 -1.52919
C 0.36844 4.89587 -0.65872
C 0.46010 3.73635 0.08735
N -0.43051 2.74467 0.02341
C -0.12245 -1.55420 3.32736
C 0.39530 -2.44370 4.26218
C 1.50537 -2.07828 4.99860
C 2.06238 -0.82499 4.77667
C 1.49470 -0.01001 3.81676
N 0.42856 -0.35562 3.09319
H -3.87183 -2.84204 2.17431
H -5.99522 -2.91681 0.93828
H -6.47047 -1.22013 -0.80593
H -4.81314 0.53652 -1.28605
H -2.46047 4.02793 -2.29953
H -0.82327 5.94278 -2.11650
H 1.11205 5.67298 -0.55015
H 1.28504 3.59216 0.77570
H -0.10855 -3.39161 4.38299
H 1.92697 -2.74959 5.73523
H 2.92412 -0.48738 5.33532
H 1.91898 0.96528 3.60690
Cl 6.00242 -3.50524 1.74155
C 4.73229 -2.36771 1.40661
C 5.00653 -0.99117 1.47041
C 4.01760 -0.08088 1.22195
C 2.68680 -0.47180 0.89956
O 1.78593 0.42106 0.70510
C 2.44571 -1.88329 0.80243
C 1.18515 -2.41535 0.38167
O 0.16244 -1.77628 0.11404
C 3.48311 -2.80065 1.07390
H 6.00766 -0.66462 1.71958
H 4.22116 0.98152 1.27605
H 1.14976 -3.50821 0.25671
H 3.27548 -3.86307 1.01975
O 0.07617 0.38301 -1.57125
S 1.18514 0.63984 -2.54774
C 0.52750 1.90959 -3.70736
C 0.36185 1.26674 -5.07925
C -0.02564 -0.18137 -4.79997
C 1.01108 -0.67685 -3.80616
H 1.18701 2.77602 -3.68952
H -0.43893 2.17406 -3.28290
H 1.29661 1.30668 -5.64362
H -0.40119 1.78872 -5.65686
H -0.04307 -0.79291 -5.70213
H -1.01636 -0.21432 -4.34039
H 1.99387 -0.80256 -4.26512
H 0.73044 -1.58522 -3.27556
*
```

Output
HOMO-LUMO gap (alpha / beta)	6.48 / 6.48	eV
LUMO (alpha / beta)	-0.012 / -0.012	Ha


Entry 5:
C12H21NO2 | ωB97M-V/def2-TZVPD

The geometry in ORCA input format:
```
! wB97M-V def2-TZVPD RIJCOSX def2/J DEFGRID3
* xyz 0 1
C 3.42151 -3.48868 2.32687
C 3.20277 -2.68837 1.23530
C 2.13875 -2.85007 0.14099
C 1.09999 -1.80505 0.44663
C 1.48085 -0.57466 -0.40973
C 0.81115 0.78366 0.01407
C -0.68591 0.85665 -0.53081
C -1.57877 0.05388 0.44882
C -2.92585 -0.06829 -0.16903
N -3.67694 1.18072 -0.35391
C -2.89132 2.40022 -0.68259
C -1.35667 2.31284 -0.44212
C -0.59552 3.19336 -1.34534
O -0.29116 2.75939 -2.45255
O 0.11244 4.14532 -0.77298
H 2.92952 -4.38227 2.61182
H 4.36625 -3.28240 2.82592
H 3.95241 -1.93516 1.25014
H 1.72488 -3.88189 0.22413
H 2.43603 -2.81300 -0.94747
H 0.94040 -1.59576 1.47950
H 0.13766 -2.19707 0.14418
H 1.35753 -0.74007 -1.45834
H 2.55936 -0.44854 -0.18485
H 1.42018 1.55065 -0.44923
H 0.92657 0.79977 1.11917
H -0.71962 0.36231 -1.58465
H -1.49164 0.45440 1.47461
H -1.27801 -0.96496 0.40207
H -2.78931 -0.52277 -1.16167
H -3.59737 -0.66581 0.44803
H -4.41269 1.19049 -0.98444
H -3.12320 2.69092 -1.72040
H -3.18263 3.30553 -0.01988
H -1.19313 2.57471 0.56726
H 0.77148 4.29001 -1.48955
*
```

Output
structure (SMILES)	C=CCCCC[C@H]1CCNC[C@@H]1C(=O)O
HOMO-LUMO gap	9.28	eV
LUMO	0.029	Ha


Entry 6:
C5H13NOS | ωB97M-V/def2-TZVPD

The geometry in ORCA input format:
```
! wB97M-V def2-TZVPD RIJCOSX def2/J DEFGRID3
* xyz 0 1
C -1.53929 -3.05641 -0.48652
C -0.93530 -1.89858 0.30861
C 0.32758 -1.21479 -0.23747
N 0.51505 -1.35580 -1.59248
O 1.20649 -0.61702 0.35953
H -2.47511 -2.68331 -0.92426
H -1.69154 -3.95428 0.12069
H -0.99058 -3.34539 -1.37790
H -1.64837 -1.07282 0.48659
H -0.70473 -2.22600 1.32593
H 1.25680 -0.86323 -2.06206
H -0.11251 -1.91114 -2.14193
C 2.16840 2.58053 1.20779
S 0.39971 2.34639 1.62399
C -0.57275 2.77642 0.15244
H 2.47307 1.56569 0.92388
H 2.31242 3.20350 0.33153
H 2.58534 2.89552 2.15018
H -0.33617 2.32879 -0.80080
H -0.64571 3.86394 0.09716
H -1.59279 2.63799 0.53509
*
```

Output
structure (SMILES)	CCC(N)=O.CSC
HOMO-LUMO gap	8.65	eV
LUMO	0.030	Ha


Which formula does entry 2 have? C9H19N5O3